# 1
DFT (ωB97M-V/def2-TZVPD) results for 2 unconnected molecules or ions with the total composition C4H7Cl2PS.

```
! wB97M-V def2-TZVPD RIJCOSX def2/J DEFGRID3
* xyz 0 1
Cl 5.36502 -0.34160 1.20193
Cl 3.83387 -2.45333 2.98937
S 3.93007 0.71183 3.86180
P 3.69495 -0.52897 2.39900
C 0.61724 0.07384 -0.01903
C 0.25424 -0.62990 1.24205
C 1.80613 0.28432 -0.49249
C -0.50226 0.37743 -0.98072
H -1.29570 0.94658 -0.47916
H -0.49371 -0.10419 1.65978
H -0.17528 -1.63248 1.10976
H 2.71239 0.72516 -0.76964
H -1.16046 -0.43855 -1.11543
H -0.21646 0.90459 -1.97811
H 0.92450 -0.60461 2.01582
*
```

relative energy (zero: lowest compared OMol25 entry of this formula, charge and spin)	364.61	kJ/mol
HOMO (alpha / beta)	-9.2 / -7.9	eV

# 2
DFT (ωB97M-V/def2-TZVPD) results for 2 unconnected molecules or ions with the total composition C4H7Cl3O.

```
! wB97M-V def2-TZVPD RIJCOSX def2/J DEFGRID3
* xyz 0 1
Cl 1.09522 6.11738 2.55466
Cl 2.09429 3.49219 2.79309
Cl 2.42082 5.20293 5.04423
O 2.72818 9.92947 6.73409
C 2.48384 9.98824 5.55321
C 2.29861 5.14482 3.31057
C 2.50528 8.76076 4.68376
C 2.28512 11.13712 4.70929
H 2.76615 9.08319 3.68767
H 3.27041 11.23085 4.34232
H 3.24206 5.38929 2.86806
H 1.59890 8.10744 4.67769
H 1.74913 10.86418 3.80188
H 2.01087 12.06633 5.15930
H 3.26138 8.11523 5.15340
*
```

relative energy (zero: lowest compared OMol25 entry of this formula, charge and spin)	57.61	kJ/mol
HOMO	-9.6	eV
structure (SMILES)	ClC(Cl)Cl.CC(C)=O

# 3
DFT (ωB97M-V/def2-TZVPD) results for a molecular structure, C4H7Cl3O3PS.

```
! wB97M-V def2-TZVPD RIJCOSX def2/J DEFGRID3
* xyz -1 1
Cl 0.62826 3.09058 1.62758
Cl -2.98080 1.53291 -0.59843
Cl 2.53381 1.14680 0.46332
S -2.27379 -1.43815 -1.83253
P -0.49897 -0.75050 0.27743
O 0.07540 0.77900 0.64790
O 0.64134 -1.55975 -0.19599
O -1.39097 -1.12367 1.38718
C -0.29298 0.52893 -2.31997
C 1.40030 0.59750 2.83381
C -1.18589 -0.14694 -1.35589
C 1.01910 1.28267 1.43001
H 2.47918 0.97894 2.97643
H -2.83778 -1.58519 -0.59625
H 0.66998 -0.01685 -2.22285
H 0.63079 0.85456 3.70269
H -0.40789 0.63506 -3.39056
H -0.05045 1.44253 -1.88599
H 1.34179 -0.48484 2.74802
*
```

relative energy (zero: lowest compared OMol25 entry of this formula, charge and spin)	89.61	kJ/mol
HOMO	-5.7	eV

# 4
DFT (ωB97M-V/def2-TZVPD) results for 2 unconnected molecules or ions with the total composition C4H7ClFN.

```
! wB97M-V def2-TZVPD RIJCOSX def2/J DEFGRID3
* xyz 0 1
Cl 2.75017 -0.35441 -0.15319
F -0.16882 -2.71502 0.56385
N 0.62634 1.24248 -0.03025
C 1.12305 0.12517 -0.19029
C -0.71178 -1.98058 -0.42148
C 1.28029 2.44226 0.49028
C -1.96406 -1.24599 -0.13782
H 2.18309 2.08207 0.79297
H 1.25984 3.03594 -0.41777
H -2.64806 -2.05330 0.09231
H -1.65067 -0.61338 0.71221
H -0.48024 -2.17137 -1.36874
H 0.58136 2.92422 1.22480
H -2.18050 -0.71809 -1.15688
*
```

relative energy (zero: lowest compared OMol25 entry of this formula, charge and spin)	413.60	kJ/mol
HOMO (alpha / beta)	-8.2 / -7.6	eV

# 5
DFT (ωB97M-V/def2-TZVPD) results for 2 unconnected molecules or ions with the total composition C4H7ClN.

```
! wB97M-V def2-TZVPD RIJCOSX def2/J DEFGRID3
* xyz 1 1
Cl 0.25682 2.84859 1.82822
N -0.20417 -0.63450 -0.55775
C 0.12611 2.36725 0.33572
C 1.19748 -0.49233 -0.98099
C -1.00246 0.44926 0.19058
C -0.76897 -0.78414 0.85460
H 1.64034 -1.39217 -1.22458
H 0.04880 -0.68861 1.55518
H 1.90526 -0.07544 -0.12802
H -1.96481 0.59392 -0.24474
H -0.87634 -1.09557 -1.18137
H -1.54906 -1.43543 1.24501
H 1.19101 0.33916 -1.69185
*
```

relative energy (zero: lowest compared OMol25 entry of this formula, charge and spin)	672.70	kJ/mol
HOMO	-13.3	eV

# 6
DFT (ωB97M-V/def2-TZVPD) results for a single C4H7ClN2 molecule.

```
! wB97M-V def2-TZVPD RIJCOSX def2/J DEFGRID3
* xyz 0 1
Cl 3.38530 0.13783 -0.03167
N 1.49406 0.00988 0.10333
N 1.15456 -1.14872 -0.02438
C -0.28610 -1.36910 0.32294
C -1.09714 -0.36692 -0.50242
C -0.71678 1.00932 0.04930
C 0.84092 1.13345 0.14413
H -0.60193 -0.45099 -1.52313
H -1.33878 1.29809 0.95564
H -0.45219 -1.24620 1.35596
H -2.14203 -0.47562 -0.27035
H 1.23232 2.14475 0.16892
H -1.07204 1.67627 -0.74383
H -0.40017 -2.35203 -0.00443
*
```

relative energy (zero: lowest compared OMol25 entry of this formula, charge and spin)	451.85	kJ/mol
HOMO	-8.0	eV

# 7
DFT (ωB97M-V/def2-TZVPD) results for a single C4H7ClN2 molecule.

```
! wB97M-V def2-TZVPD RIJCOSX def2/J DEFGRID3
* xyz 0 1
Cl 3.80211 -0.90128 0.04707
N -0.65424 -0.14425 -0.04486
N -0.38523 -1.31563 -0.50658
C 2.12963 -0.65486 -0.03144
C -1.97415 0.44684 -0.28515
C 1.58211 0.41988 0.54236
C 0.18012 0.69031 0.49038
H -1.85872 1.20141 -0.95985
H -2.24436 0.99133 0.56889
H -2.71698 -0.24429 -0.70974
H -1.35066 -1.70810 -0.51748
H -0.22204 1.62006 0.64866
H 1.52996 -1.54400 -0.37663
H 2.18244 1.14258 1.13437
*
```

relative energy (zero: lowest compared OMol25 entry of this formula, charge and spin)	381.63	kJ/mol
HOMO	-7.6	eV

# 8
DFT (ωB97M-V/def2-TZVPD) results for a single C4H7ClN2 molecule.

```
! wB97M-V def2-TZVPD RIJCOSX def2/J DEFGRID3
* xyz 0 1
Cl -2.77240 -1.03564 0.51161
N -0.24142 -0.67552 0.33056
N 1.21645 1.15597 -0.15530
C -1.37755 -0.30844 0.94371
C 0.42877 1.55238 -1.05115
C -0.00184 -1.26083 -0.81546
C 0.95964 0.05310 0.85142
H 0.86814 2.30389 -1.64614
H 0.92934 -1.33477 -1.25382
H -0.70359 -1.96101 -1.19078
H 0.78348 0.46930 1.82634
H -0.64871 1.33350 -1.04535
H 1.83016 -0.61753 0.81897
H -1.27049 0.32561 1.87537
*
```

relative energy (zero: lowest compared OMol25 entry of this formula, charge and spin)	437.49	kJ/mol
HOMO	-6.9	eV

# 9
DFT (ωB97M-V/def2-TZVPD) results for a single C4H7ClN2O2 molecule.

```
! wB97M-V def2-TZVPD RIJCOSX def2/J DEFGRID3
* xyz 0 1
Cl -1.25341 2.03010 -1.45529
O -1.47936 -1.63053 -1.70110
O -0.78734 -2.90040 -0.11376
N -1.09691 -1.80905 -0.58066
N -0.95602 -0.74647 0.19031
C -0.11653 0.82185 -1.34690
C 1.00277 1.03734 -0.34944
C 0.07599 -0.64710 1.16903
C 0.39907 0.81702 1.06946
H -0.63265 1.41572 1.02921
H -0.43055 -0.85459 2.07456
H 2.04131 0.49139 -0.46555
H -0.23860 -0.04378 -1.95026
H 1.05148 -1.21979 0.95787
H 1.35189 2.07460 -0.41850
H 1.06888 1.16368 1.89100
*
```

relative energy (zero: lowest compared OMol25 entry of this formula, charge and spin)	418.59	kJ/mol
HOMO (alpha / beta)	-9.2 / -9.2	eV

# 10
DFT (ωB97M-V/def2-TZVPD) results for a molecular structure, C4H7ClN3O5S.

```
! wB97M-V def2-TZVPD RIJCOSX def2/J DEFGRID3
* xyz -1 1
Cl -3.25652 -2.75569 0.08774
S -1.70566 -0.66714 -0.39267
O -0.48074 -1.37084 -0.75774
O -0.73923 3.15670 -1.74496
O -1.97989 -0.66239 1.43026
O -0.37150 -0.76247 2.93209
O -2.59942 -0.26794 -1.44016
N 0.20268 1.27826 -0.82290
N -0.22203 0.78727 1.29407
N -0.81801 1.03305 0.12243
C 0.03272 2.24218 -1.77537
C 1.17441 2.24198 -2.81482
C -0.89435 -0.13176 1.88176
C -0.95848 -2.08654 3.20416
H 2.00077 2.63715 -2.31331
H -0.19643 -2.80314 3.33287
H -1.50517 -2.02883 4.14554
H 0.75097 2.72877 -3.62336
H 1.27001 1.19046 -3.04500
H -1.63104 -2.36469 2.45600
H 0.94702 0.50514 -0.84458
*
```

relative energy (zero: lowest compared OMol25 entry of this formula, charge and spin)	61.69	kJ/mol
HOMO (alpha / beta)	-5.0 / -5.0	eV

# 11
DFT (ωB97M-V/def2-TZVPD) results for 2 unconnected molecules or ions with the total composition C4H7ClNO.

```
! wB97M-V def2-TZVPD RIJCOSX def2/J DEFGRID3
* xyz 1 3
Cl -2.56588 -2.52931 -0.64877
O -3.24284 -0.30218 -1.99542
N 0.80260 -0.15976 0.12713
C 0.16079 1.01241 -0.60091
C 1.83949 0.23423 1.16660
C -2.74654 -1.08890 -1.28687
C -0.59181 0.09917 0.28669
H 2.08893 -0.82582 1.71097
H 0.97869 -1.06821 -0.33903
H -0.03421 0.98133 -1.73589
H -1.33467 0.12507 1.11331
H 0.55817 1.99690 -0.34380
H 2.70310 0.56239 0.64711
H 1.38418 0.96268 1.89887
*
```

relative energy (zero: lowest compared OMol25 entry of this formula, charge and spin)	0.00	kJ/mol
HOMO (alpha / beta)	-10.5 / -15.8	eV

# 12
DFT (ωB97M-V/def2-TZVPD) results for a gas-phase ion, C4H7ClNO2 (charge +1).

```
! wB97M-V def2-TZVPD RIJCOSX def2/J DEFGRID3
* xyz 1 1
Cl -4.61370 -0.27582 0.01755
O -2.49293 1.60306 0.18778
O -2.92251 -0.52471 -0.20303
N 0.23785 1.39077 -0.16759
C -0.65020 0.11850 -0.04581
C 0.02729 -1.06843 -0.60920
C -0.19850 -0.96061 0.87276
C -2.11241 0.45670 -0.03574
H -0.04494 2.22899 0.32610
H -0.46628 -1.79603 -1.23741
H -0.95739 -1.53705 1.29504
H 0.35222 1.74918 -1.20346
H 1.16944 0.98706 0.09968
H 1.03845 -0.89121 -0.90559
H 0.61859 -0.93192 1.64350
*
```

relative energy (zero: lowest compared OMol25 entry of this formula, charge and spin)	75.21	kJ/mol
HOMO	-15.0	eV
structure (SMILES)	[NH3+]C1(C(=O)OCl)CC1

# 13
DFT (ωB97M-V/def2-TZVPD) results for a single C4H7ClO2 molecule.

```
! wB97M-V def2-TZVPD RIJCOSX def2/J DEFGRID3
* xyz 0 1
Cl 1.79447 -0.96306 -1.19894
O -2.31993 -0.36601 0.66484
O -1.20075 2.11247 0.65514
C 0.09656 0.02426 0.70305
C -1.12648 -0.30810 -0.06352
C 1.47260 -0.52035 0.43148
C -0.55399 1.11055 -0.09583
H -1.04655 -0.90626 -0.97865
H -2.15302 1.81612 0.72980
H -0.11527 1.41519 -0.98956
H -2.11602 -0.73827 1.51949
H -0.03119 0.10608 1.81266
H 2.22084 0.27937 0.76529
H 1.56855 -1.41008 1.11210
*
```

relative energy (zero: lowest compared OMol25 entry of this formula, charge and spin)	117.65	kJ/mol
HOMO	-9.6	eV
structure (SMILES)	O[C@@H]1[C@H](O)[C@H]1CCl

# 14
DFT (ωB97M-V/def2-TZVPD) results for a single C4H7ClO2 molecule.

```
! wB97M-V def2-TZVPD RIJCOSX def2/J DEFGRID3
* xyz 0 1
Cl -1.05582 1.60715 0.24439
O -1.18895 -1.29599 0.33058
O 0.75537 -0.09232 -1.90162
C 1.31445 -0.00950 -0.55367
C 0.41569 0.64281 0.55219
C -0.14913 -0.85443 0.96088
C 1.00607 -1.37998 0.17311
H 0.74737 -2.34995 -0.41635
H 1.87025 -1.75679 0.75250
H 1.64062 -0.50135 -2.32343
H -0.05999 -1.21261 2.03608
H -1.65326 -2.21061 0.93199
H 1.04691 1.07354 1.39031
H 2.30318 0.34932 -0.75254
*
```

relative energy (zero: lowest compared OMol25 entry of this formula, charge and spin)	337.85	kJ/mol
HOMO	-9.5	eV
structure (SMILES)	O[C@@H]1C[C@H](O)[C@@H]1Cl

# 15
DFT (ωB97M-V/def2-TZVPD) results for a molecular structure, C4H7ClO2.

```
! wB97M-V def2-TZVPD RIJCOSX def2/J DEFGRID3
* xyz 0 1
Cl 2.42553 -0.23761 -0.20548
O -1.01229 1.99950 -0.46262
O -1.45467 -1.00937 0.71096
C 0.83384 -0.85959 0.05349
C -2.42265 -1.09310 -0.63455
C -0.35409 1.34354 0.59704
C -0.29566 -0.25167 0.40563
H 0.70568 1.93612 0.46780
H -3.59977 -0.40545 -0.34932
H -1.70297 -0.66997 -1.53990
H -0.67269 2.97582 -0.62316
H 0.96990 -2.01233 0.12266
H -2.93042 -2.19572 -0.71668
H -0.83665 1.65483 1.61545
*
```

relative energy (zero: lowest compared OMol25 entry of this formula, charge and spin)	446.31	kJ/mol
HOMO	-9.4	eV

# 16
DFT (ωB97M-V/def2-TZVPD) results for a single C4H7ClOS molecule.

```
! wB97M-V def2-TZVPD RIJCOSX def2/J DEFGRID3
* xyz 0 1
Cl -1.98606 -1.11369 -0.44926
S 2.33666 -0.37713 -0.28670
O 0.51137 -2.38618 -0.00301
C 0.68155 -1.17840 -0.14549
C -0.42605 0.96751 -1.12723
C -0.58516 0.40243 1.39385
C -0.47040 -0.16625 -0.05828
H -1.52301 1.00923 1.53825
H -0.55409 -0.45491 2.11918
H 0.20900 1.86854 -0.85508
H 0.24750 0.99890 1.62146
H 2.93241 -1.54330 -0.32909
H -1.41326 1.37384 -1.34672
H 0.03954 0.59941 -2.07188
*
```

relative energy (zero: lowest compared OMol25 entry of this formula, charge and spin)	2.40	kJ/mol
HOMO	-10.3	eV
structure (SMILES)	CC(C)(Cl)C(=O)S

# 17
DFT (ωB97M-V/def2-TZVPD) results for a molecular structure, C4H7EuO.

```
! wB97M-V def2-TZVPD RIJCOSX def2/J DEFGRID3
* xyz 0 9
Eu -3.25394 3.07242 0.18596
O -1.24194 1.55011 -0.75109
C 0.68896 -1.42460 0.46547
C -0.00849 -0.48736 -0.50850
C 1.50657 -0.63295 -0.48655
C -0.59336 0.75433 0.01206
H -1.90527 1.41581 1.31343
H 0.70706 -1.14047 1.51868
H 0.05421 1.24517 0.77031
H 2.07982 0.21150 -0.10096
H 1.94599 -1.13497 -1.34792
H -0.53423 -0.93923 -1.35149
H 0.55463 -2.48977 0.28061
*
```

HOMO (alpha / beta)	-5.1 / -7.1	eV

# 18
DFT (ωB97M-V/def2-TZVPD) results for a single C4H7F2N molecule.

```
! wB97M-V def2-TZVPD RIJCOSX def2/J DEFGRID3
* xyz 0 1
F -0.07695 1.59940 0.49506
F 0.70974 0.79619 2.33222
N -1.52908 -1.26196 -1.88110
C -0.40852 -0.29717 -1.70463
C 0.15217 0.43498 1.17674
C 0.95377 -0.52927 0.39612
C 0.63191 -0.97950 -0.80559
H -2.11037 -1.08275 -2.72005
H -0.91315 0.05625 1.35412
H 1.74816 -0.99740 1.01357
H -0.66906 0.65141 -1.18008
H 1.13801 -1.82696 -1.29286
H 0.05346 -0.08479 -2.70674
H -2.21452 -1.21655 -1.12166
*
```

relative energy (zero: lowest compared OMol25 entry of this formula, charge and spin)	38.05	kJ/mol
HOMO	-9.6	eV
structure (SMILES)	NC/C=C\C(F)F

# 19
DFT (ωB97M-V/def2-TZVPD) results for 2 unconnected molecules or ions with the total composition C4H7F2NO.

```
! wB97M-V def2-TZVPD RIJCOSX def2/J DEFGRID3
* xyz 0 1
F 0.98660 0.22519 -1.76391
F -0.99932 1.96055 -0.36865
O 0.65572 -1.05925 0.25074
N -0.69980 0.69656 0.11531
C -0.56998 -1.59912 -0.12231
C 1.65675 1.11902 0.71472
C -1.54066 -0.38883 -0.22759
C 0.61280 0.24966 0.08941
H -0.94877 -2.19938 0.75202
H -2.32876 -0.38524 0.45179
H 1.52247 0.82068 1.75445
H 2.50316 0.77610 0.26708
H -0.57887 -2.01324 -1.11252
H 1.63305 2.09715 0.45495
H -1.90438 -0.29984 -1.25549
*
```

relative energy (zero: lowest compared OMol25 entry of this formula, charge and spin)	389.76	kJ/mol
HOMO	-10.0	eV

# 20
DFT (ωB97M-V/def2-TZVPD) results for a single C4H7F2NO molecule.

```
! wB97M-V def2-TZVPD RIJCOSX def2/J DEFGRID3
* xyz 0 1
F -0.78504 2.35982 -0.05274
F -1.84017 0.79520 0.96477
O 2.57469 0.63113 -0.41897
N 0.73269 -0.81961 0.60793
C 0.47111 0.52366 0.77222
C -0.96070 0.26640 -1.18198
C -0.83949 1.03488 0.12499
C 1.59854 1.20708 -0.15016
H 0.17064 -1.41274 1.30960
H -0.79458 1.07056 -1.97870
H -2.03860 -0.06169 -1.24468
H 0.73058 0.91278 1.82561
H 1.34069 2.33170 -0.39143
H -0.23335 -0.55316 -1.18935
H 1.73309 -0.99983 0.87696
*
```

relative energy (zero: lowest compared OMol25 entry of this formula, charge and spin)	123.68	kJ/mol
HOMO	-9.8	eV
structure (SMILES)	CC(F)(F)[C@@H](N)C=O